100
Properties=species:S:1:pos:R:3:forces:R:3 method="wB97M-V/def2-TZVPD" charge=+1 max_force_ev_per_a=3.155 homo_ev=-10.733 gap_ev=7.9
C -0.6401 -5.1401 2.8916 0.24 -0.47 0.03
C 0.5811 -5.0376 1.9969 -0.22 -1.21 -0.15
I 1.2462 -6.9137 1.2115 -0.46 0.53 0.41
C 1.2070 -3.9019 1.7254 0.06 0.57 -0.83
I 2.9476 -3.9605 0.5039 -0.37 0.50 0.54
C 0.6067 -2.6413 2.3638 0.62 -0.87 -0.19
N -0.7649 -2.2374 2.0255 -1.05 1.03 0.48
C -0.9762 -1.0454 2.7038 2.04 -0.82 -1.01
N -2.1330 -0.5239 2.8971 -0.76 0.36 0.77
C -2.2653 0.7874 3.5733 -0.12 0.23 -1.17
C -3.3891 -1.1421 2.4463 -1.13 0.13 0.10
C -4.0160 -0.4044 1.2537 0.04 -0.14 -0.69
C -3.1690 -0.5564 -0.0361 -0.36 0.61 0.66
C -5.4564 -0.8622 0.9541 0.28 0.25 0.19
N 0.2419 -0.4976 3.1074 -1.19 0.13 0.80
P 0.5644 -0.4844 4.8670 1.59 -0.61 1.39
O 0.4567 1.0823 5.4071 -1.17 -0.99 -0.40
O -0.7198 -1.3156 5.5502 0.11 1.57 -0.55
C 1.3065 -1.2688 2.3210 -0.83 0.19 1.77
Br 2.9732 -1.4703 3.3217 0.16 0.34 -0.96
P 1.3804 -0.2676 0.7328 1.08 0.20 -2.96
O 2.7929 0.4988 0.6430 -0.97 -0.47 1.55
O 0.2935 0.9344 0.7682 0.48 -0.64 0.84
S 1.0880 -1.2657 -0.8837 -0.46 -0.36 0.31
H -0.4201 -4.6771 3.8648 -0.27 0.06 -0.18
H -0.8810 -6.1859 3.0921 0.08 0.17 -0.01
H -1.5421 -4.7202 2.4299 0.19 -0.04 0.11
H 0.5175 -2.9455 3.4242 0.70 0.48 -0.05
H -1.5122 -2.8647 2.3020 0.30 -0.45 -0.58
H -1.5764 0.9073 4.4021 -0.17 -0.02 -0.17
H -2.0515 1.5325 2.7970 0.06 0.17 0.44
H -3.3040 0.9215 3.8775 0.19 -0.14 0.12
H -4.0859 -1.0607 3.2916 0.20 -0.10 -0.07
H -3.3066 -2.2122 2.2327 0.31 0.20 -0.02
H -4.0759 0.6597 1.5277 0.07 -0.15 -0.14
H -3.7704 -0.2000 -0.8764 0.23 -0.06 0.01
H -2.3031 0.1112 0.0455 0.10 -0.41 -0.23
H -2.8828 -1.5955 -0.2228 0.14 0.19 0.03
H -5.5077 -1.9344 0.7320 -0.07 0.12 0.21
H -6.1399 -0.5726 1.7595 0.05 -0.35 -0.07
H -5.7887 -0.3342 0.0551 -0.01 -0.09 0.16
H -0.0912 1.1367 6.2089 0.27 0.35 -0.11
H -1.2508 -0.7311 6.1183 -0.23 -0.47 -0.11
H 3.4945 0.0093 1.1236 0.29 0.23 -0.35
H -0.3744 0.6392 0.1220 0.17 0.26 -0.05
N -0.6001 0.8474 -5.2404 0.06 0.15 0.11
C 0.0377 0.6144 -4.0938 -0.09 -0.13 -0.09
C 0.6416 1.6033 -3.3321 -0.01 0.07 0.01
C 0.5841 2.9098 -3.7895 0.02 0.09 0.05
C -0.0728 3.1734 -4.9800 0.00 -0.06 0.03
C -0.6468 2.1106 -5.6623 -0.06 -0.13 -0.10
H 0.0598 -0.4233 -3.7778 0.05 0.03 0.07
H 1.1437 1.3550 -2.4064 0.01 -0.05 -0.03
H 1.0443 3.7117 -3.2252 0.00 -0.01 -0.01
H -0.1396 4.1798 -5.3702 0.02 -0.01 -0.01
H -1.1759 2.2669 -6.5967 0.02 0.08 0.01
N -5.0902 4.0283 -5.3542 0.08 0.14 -0.08
C -5.8213 4.9285 -6.0113 -0.06 -0.14 0.11
C -5.2837 5.9069 -6.8336 0.03 -0.01 0.01
C -3.9079 5.9566 -6.9797 0.06 0.08 -0.07
C -3.1293 5.0313 -6.3041 -0.07 -0.01 0.01
C -3.7676 4.0917 -5.5092 -0.10 -0.12 0.10
H -6.8932 4.8530 -5.8644 -0.01 0.05 -0.05
H -5.9267 6.6102 -7.3447 -0.01 -0.02 0.01
H -3.4482 6.7060 -7.6119 -0.01 -0.01 0.01
H -2.0517 5.0376 -6.3923 -0.01 -0.01 0.00
H -3.2005 3.3442 -4.9644 0.07 0.04 -0.03
N 5.8460 -0.3626 0.4476 -0.01 0.29 -0.08
C 5.7347 0.1279 -0.7912 -0.20 -0.16 0.06
C 6.7304 0.8497 -1.4285 0.02 -0.03 0.02
C 7.9121 1.0815 -0.7457 0.09 0.07 -0.05
C 8.0514 0.5836 0.5389 -0.01 -0.02 -0.03
C 6.9963 -0.1278 1.0848 -0.19 -0.15 0.16
H 4.7921 -0.0762 -1.2882 0.02 0.05 -0.05
H 6.5828 1.2196 -2.4337 -0.03 -0.02 0.01
H 8.7144 1.6421 -1.2085 -0.01 0.00 0.01
H 8.9583 0.7430 1.1056 -0.02 -0.02 0.02
H 7.0637 -0.5380 2.0866 0.07 0.04 0.00
N 5.8937 -8.0325 -1.2105 0.08 0.15 -0.06
C 5.5352 -6.8007 -0.8522 -0.08 -0.12 0.05
C 6.1690 -5.6517 -1.3001 -0.03 -0.05 0.01
C 7.2400 -5.7890 -2.1675 0.06 0.11 -0.05
C 7.6302 -7.0608 -2.5510 -0.03 0.02 0.03
C 6.9252 -8.1437 -2.0470 -0.09 -0.14 0.06
H 4.6931 -6.7428 -0.1687 0.01 0.08 0.00
H 5.8329 -4.6742 -0.9773 0.02 0.00 0.01
H 7.7631 -4.9168 -2.5395 -0.01 -0.01 0.00
H 8.4615 -7.2114 -3.2260 -0.01 -0.03 0.01
H 7.1925 -9.1580 -2.3223 0.05 0.03 -0.04
N -5.6721 3.7769 2.8548 0.21 0.01 0.08
C -4.8891 4.5786 2.1315 -0.13 -0.11 -0.07
C -3.9271 5.4150 2.6783 0.00 -0.02 0.04
C -3.7703 5.4227 4.0546 0.09 0.05 0.04
C -4.5749 4.5981 4.8252 0.03 -0.02 -0.03
C -5.5049 3.7986 4.1779 -0.10 -0.12 -0.09
H -5.0499 4.5416 1.0594 0.04 0.06 0.00
H -3.3187 6.0433 2.0422 -0.03 0.00 -0.01
H -3.0314 6.0625 4.5208 -0.02 0.01 -0.01
H -4.4841 4.5753 5.9030 -0.04 0.01 0.00
H -6.1555 3.1347 4.7380 0.01 0.06 0.07


9
Properties=species:S:1:pos:R:3:forces:R:3 method="wB97M-V/def2-TZVPD" charge=-1 max_force_ev_per_a=4.371 homo_ev=-5.269 gap_ev=8.4
C 0.5870 -0.6101 0.0867 -4.19 0.78 0.96
C 1.3786 0.3703 -0.1924 1.67 -3.17 0.86
O -2.3026 -0.6628 1.1251 1.31 0.68 -0.28
O -1.9974 -0.3075 -1.2598 0.54 0.12 0.64
O -1.4707 1.5064 0.2573 0.49 0.79 0.61
S -1.5780 0.0872 0.0895 0.29 -2.54 -1.47
Br 3.2882 -0.0581 0.0112 0.58 0.15 -0.05
H 0.7514 -1.6037 0.5250 0.17 0.70 -0.40
H 1.3436 1.2784 -0.6425 -0.86 2.48 -0.88


13
Properties=species:S:1:pos:R:3:forces:R:3 method="wB97M-V/def2-TZVPD" charge=0 max_force_ev_per_a=19.522 homo_ev=-10.239 smiles=N#CC1(C#N)CCN1 gap_ev=9.5
N -1.7083 1.5591 1.9782 6.32 -6.77 -2.30
C -0.8452 0.7077 1.6369 -3.34 6.65 0.40
C 0.3855 0.1676 0.6487 -5.49 1.53 -2.46
C 1.6607 0.1574 0.9753 19.50 -0.29 -0.81
N 3.0168 0.1057 0.6961 -13.59 0.45 3.39
C -0.1469 -1.1238 -0.0634 -1.46 0.53 3.13
C -0.4877 -0.2163 -1.1806 -4.13 -2.51 -5.79
N 0.4005 0.8116 -0.8233 0.67 -1.27 3.20
H -0.9278 -1.2069 0.7552 0.11 -1.95 -2.05
H 0.5228 -1.9536 -0.2346 0.14 0.05 0.30
H -0.4344 -0.6779 -2.2964 1.10 0.96 2.27
H -1.6170 -0.0917 -1.3159 1.10 0.86 1.18
H 0.1811 1.7610 -0.7761 -0.92 1.77 -0.44


68
Properties=species:S:1:pos:R:3:forces:R:3 method="wB97M-V/def2-TZVPD" charge=+1 max_force_ev_per_a=4.044 spin_multiplicity=2 homo_ev="-10.439 / -10.426" gap_ev="6.9 / 6.6"
C 1.4380 2.5534 0.8341 -0.86 0.92 0.21
C 0.4591 2.5810 -0.2249 -0.16 0.82 0.71
C -0.8391 2.4212 0.3639 0.54 0.79 0.45
H 0.6499 2.7806 -1.2718 -0.08 -0.25 0.12
C -0.6747 2.2873 1.7753 0.64 1.42 -0.16
C 0.7284 2.3806 2.0710 -0.59 1.57 -0.47
H 1.1398 2.4500 3.0696 0.04 -0.35 -0.20
H 2.5114 2.6519 0.7038 -0.21 -0.08 0.12
H -1.7821 2.4849 -0.1619 0.16 -0.29 0.00
H -1.4767 2.2589 2.5038 0.21 -0.25 -0.06
Ti 0.4251 0.6525 0.7727 1.44 -3.57 -1.22
C -1.1672 -3.2176 -4.7296 -0.03 -0.15 -0.14
H -1.8838 -3.2314 -3.8947 0.27 0.04 -0.29
H -1.4705 -2.4578 -5.4668 0.13 -0.28 0.33
H -0.1581 -2.9904 -4.3559 -0.39 -0.04 -0.13
Si 0.2336 -0.3610 -1.7418 -0.21 0.60 0.01
C 1.8998 -0.3613 -2.5962 0.21 -0.03 0.23
C 2.6841 0.8066 -2.6423 0.38 -0.50 -0.21
H 2.3330 1.7285 -2.1632 0.17 -0.34 -0.29
C 3.9265 0.7876 -3.2852 -0.01 0.12 0.06
H 4.5265 1.6991 -3.3152 -0.13 -0.27 -0.02
C 4.4056 -0.3831 -3.8844 -0.49 -0.11 0.16
H 5.3784 -0.3928 -4.3847 -0.40 0.01 0.19
C 3.6203 -1.5441 -3.8342 0.09 0.13 0.06
H 3.9828 -2.4577 -4.3035 -0.07 0.18 0.11
C 2.3803 -1.5421 -3.1829 0.39 0.26 -0.14
H 1.7809 -2.4610 -3.1309 0.30 0.43 -0.09
C -0.9129 0.6912 -2.8092 -0.25 0.06 0.04
C -0.5043 1.1987 -4.0530 -0.30 0.29 0.24
H 0.4752 0.9237 -4.4599 -0.39 0.17 0.16
C -1.3338 2.0791 -4.7585 -0.11 -0.07 0.01
H -0.9934 2.4871 -5.7092 -0.11 -0.10 0.17
C -2.5858 2.4439 -4.2535 0.29 -0.26 0.27
H -3.2293 3.1324 -4.8044 0.24 -0.19 0.19
C -3.0100 1.9056 -3.0310 -0.07 -0.17 -0.02
H -3.9807 2.1874 -2.6212 0.17 -0.10 -0.17
C -2.1986 1.0105 -2.3276 0.25 0.43 -0.51
H -2.5523 0.5758 -1.3819 0.15 0.24 -0.37
H -0.2956 -1.7107 -1.9644 -0.02 -0.56 0.20
H -1.1592 -4.2082 -5.2151 0.00 0.44 0.21
C 2.6090 -1.1365 4.6094 0.82 0.47 -0.28
As 1.6136 -0.6262 2.9637 -0.23 -0.24 1.74
C 1.6003 -2.5015 2.3416 -0.39 0.08 0.31
C 0.1083 -0.1396 4.2403 -0.44 0.33 -1.45
C 0.3588 0.7930 5.2728 -0.46 -0.43 0.01
C -0.7061 1.2822 6.0529 0.27 -0.18 -0.57
C -2.0082 0.8989 5.7328 0.14 -0.30 -0.51
C -2.2690 0.0631 4.6194 0.12 0.04 0.01
C -1.2111 -0.4454 3.8437 0.37 0.07 -0.23
As -1.3555 -0.8623 1.7472 -0.98 0.65 0.43
C -3.1793 -0.1813 1.5616 0.06 -0.40 0.21
C -1.4164 -2.5366 0.5833 -0.34 -0.01 1.66
H 3.4920 -1.7126 4.3293 0.00 0.17 0.12
H 1.9257 -1.7544 5.2092 0.19 0.27 -0.36
H 2.8969 -0.2378 5.1597 0.08 -0.35 0.00
H 2.1831 -3.0628 3.0797 -0.26 -0.04 -0.33
H 0.5844 -2.8983 2.2761 0.31 -0.17 -0.04
H 2.1076 -2.5244 1.3677 -0.27 -0.05 0.21
H 1.3613 1.1896 5.4654 -0.32 -0.39 -0.04
H -0.5070 1.9986 6.8621 -0.15 -0.40 -0.43
H -2.8329 1.3164 6.3062 0.06 -0.23 -0.15
H -3.3094 -0.1288 4.3534 0.28 -0.02 0.08
H -3.2192 0.7941 2.0542 -0.11 -0.24 -0.10
H -3.4936 -0.0921 0.5172 0.15 -0.14 0.24
H -3.8057 -0.9129 2.0958 -0.07 0.44 -0.28
H -0.3905 -2.8494 0.3769 -0.33 0.03 0.04
H -1.9438 -2.3065 -0.3512 0.11 0.23 0.47
H -1.9641 -3.2670 1.1945 0.22 -0.14 -0.54


Across the entries above, E takes the values -173840.132 -89126.575 -9728.550 -182281.104 eV, respectively.